Formula: C24H36Cl2FN2O24PS8
Source: the OMol25 dataset
Level of theory: ωB97M-V with the def2-TZVPD basis set

Last column: Löwdin charge in e.
CARTESIAN COORDINATES (ANGSTROEM)
C  3.789  -4.696  0.067  -0.17
C  2.956  -3.991  -1.148  -0.53
S  1.165  -3.618  -0.630  0.74
C  0.473  -2.742  -2.161  -0.45
C  -0.590  -1.583  -1.762  -0.12
C  -2.063  -1.664  -2.347  0.04
C  -3.246  -0.578  -2.022  -0.15
C  -4.646  -0.865  -2.770  -0.59
Cl  -5.385  0.644  -3.611  0.59
C  -5.735  -1.731  -1.917  -0.63
C  -7.284  -1.295  -2.146  -0.17
Cl  -5.278  -1.902  -0.100  0.55
C  -2.927  0.664  -1.016  -0.15
P  -4.287  1.912  -0.572  0.34
O  -4.379  3.134  -1.826  -0.30
O  -5.896  1.211  -0.534  -0.35
S  -4.129  2.766  1.167  0.25
C  -1.384  0.748  -0.462  -0.11
N  -1.102  1.921  0.386  0.04
C  0.272  2.010  0.852  -0.03
C  1.337  0.888  0.497  -0.21
S  3.070  1.129  1.235  0.90
O  3.784  2.361  0.684  -0.35
O  3.922  -0.119  0.956  -0.33
F  2.854  1.180  2.929  -0.23
N  1.164  -0.308  -0.324  0.12
C  -0.236  -0.305  -0.799  -0.08
H  3.247  -5.698  0.308  0.08
H  3.668  -4.012  0.996  0.08
H  4.883  -4.833  -0.282  0.08
H  3.408  -2.959  -1.483  0.09
H  2.858  -4.669  -2.097  0.08
H  1.351  -2.304  -2.790  0.10
H  -0.122  -3.551  -2.774  0.09
H  -2.295  -2.565  -3.066  0.12
H  -4.387  -1.544  -3.700  0.11
H  -5.674  -2.843  -2.304  0.12
H  -7.614  -0.337  -1.594  0.07
H  -7.937  -2.167  -1.697  0.09
H  -7.507  -1.302  -3.288  0.08
H  -3.936  3.940  -1.451  0.06
H  -6.089  1.031  0.439  0.06
H  0.589  2.914  1.522  0.14
C  6.221  6.249  1.435  -0.17
C  7.033  5.775  2.636  -0.17
O  6.576  4.449  2.894  -0.19
S  6.146  3.751  1.483  0.72
O  7.248  2.948  1.024  -0.21
O  4.801  3.238  1.613  -0.31
O  6.099  5.108  0.584  -0.22
H  5.216  6.559  1.735  0.14
H  6.711  7.068  0.905  0.12
H  6.888  6.409  3.512  0.14
H  8.099  5.724  2.396  0.13
C  -5.477  -4.357  3.864  -0.16
C  -4.302  -4.083  2.934  -0.18
O  -3.698  -5.355  2.711  -0.18
S  -4.850  -6.503  2.752  0.68
O  -5.238  -6.800  1.399  -0.23
O  -4.448  -7.514  3.688  -0.22
O  -6.025  -5.600  3.430  -0.28
H  -5.142  -4.476  4.899  0.13
H  -6.233  -3.570  3.816  0.14
H  -3.582  -3.385  3.366  0.14
H  -4.645  -3.699  1.968  0.08
C  -9.554  -7.611  5.475  -0.17
C  -9.006  -7.120  6.810  -0.18
O  -7.676  -7.630  6.876  -0.19
S  -7.060  -7.702  5.369  0.70
O  -6.265  -6.524  5.150  -0.26
O  -6.567  -9.032  5.144  -0.21
O  -8.461  -7.525  4.561  -0.18
H  -9.864  -8.658  5.537  0.13
H  -10.392  -7.005  5.125  0.14
H  -9.597  -7.473  7.657  0.14
H  -8.951  -6.027  6.836  0.13
C  6.595  7.060  -2.082  -0.18
C  5.162  7.402  -2.473  -0.17
O  5.278  8.467  -3.414  -0.18
S  6.656  8.281  -4.259  0.66
O  6.336  7.634  -5.503  -0.23
O  7.404  9.504  -4.184  -0.22
O  7.356  7.184  -3.282  -0.20
H  6.987  7.778  -1.355  0.13
H  6.682  6.049  -1.678  0.11
H  4.559  7.707  -1.617  0.14
H  4.679  6.558  -2.976  0.13
C  6.632  3.943  -4.485  -0.17
C  6.327  3.311  -3.133  -0.17
O  5.318  2.338  -3.397  -0.19
S  5.543  1.734  -4.891  0.66
O  6.265  0.496  -4.772  -0.23
O  4.309  1.853  -5.619  -0.23
O  6.573  2.873  -5.427  -0.18
H  5.870  4.679  -4.758  0.13
H  7.617  4.416  -4.507  0.14
H  5.977  4.041  -2.401  0.11
H  7.203  2.789  -2.735  0.14

## Properties
LUMO level in eV: -2.2
HOMO energy in eV: -8.62

=====

Formula: C28H27Cl2F6N3NiO6S2
Source: the OMol25 dataset
Level of theory: ωB97M-V with the def2-TZVPD basis set

Last column: Mulliken spin population.
CARTESIAN COORDINATES (ANGSTROEM)
Ni  -0.300  0.739  -1.529  1.26
F  0.118  4.215  2.142  0.00
C  0.949  4.198  1.086  0.00
F  2.017  3.481  1.392  0.00
F  1.358  5.463  0.890  0.00
S  0.033  3.596  -0.432  -0.01
O  -0.960  2.691  0.059  0.00
O  -0.376  4.791  -1.111  0.00
N  1.174  2.776  -1.168  0.02
S  1.423  2.978  -2.715  0.00
O  0.406  2.312  -3.480  0.00
O  1.891  4.264  -3.145  0.00
C  2.915  1.888  -2.863  0.00
F  3.203  1.738  -4.172  0.00
F  3.982  2.450  -2.279  0.00
F  2.741  0.683  -2.335  0.00
C  -3.068  -0.518  0.650  0.00
C  -4.008  -0.513  -0.560  0.05
C  -4.238  0.914  -1.061  0.01
C  -3.572  -1.470  -1.651  0.04
C  -4.361  -2.575  -1.913  -0.02
C  -4.046  -3.516  -2.889  0.04
C  -2.874  -3.314  -3.613  -0.02
C  -2.039  -2.232  -3.405  0.06
C  -0.763  -2.132  -4.216  0.03
C  -0.647  -0.838  -5.026  0.01
C  0.482  -2.354  -3.349  0.01
C  -2.362  -1.237  -2.408  -0.16
N  -1.635  -0.153  -2.248  0.67
H  -3.464  0.126  1.442  0.00
H  -2.078  -0.150  0.384  -0.01
H  -2.960  -1.530  1.048  0.00
H  -4.978  -0.889  -0.206  0.00
H  -3.300  1.361  -1.389  -0.01
H  -4.659  1.535  -0.264  0.00
H  -4.933  0.916  -1.905  0.00
H  -5.265  -2.704  -1.321  0.00
H  -4.683  -4.373  -3.073  0.01
H  -2.588  -4.037  -4.376  0.00
H  -0.803  -2.957  -4.941  0.00
H  -0.561  0.028  -4.371  -0.01
H  -1.529  -0.700  -5.656  0.00
H  0.235  -0.877  -5.673  0.00
H  0.524  -1.625  -2.535  -0.01
H  1.394  -2.262  -3.947  0.00
H  0.460  -3.352  -2.905  0.00
Cl  -0.378  -2.811  4.378  0.00
C  -0.420  -1.065  4.258  0.00
C  -1.641  -0.459  4.038  0.00
C  -1.705  0.919  3.957  0.00
C  -0.557  1.667  4.140  0.00
C  0.650  1.039  4.370  0.00
Cl  2.038  2.046  4.633  0.00
C  0.777  -0.356  4.377  0.00
N  2.000  -1.021  4.557  0.00
C  3.133  -0.729  3.701  0.00
C  4.313  -0.356  4.337  0.00
C  5.449  -0.057  3.610  0.00
C  5.403  -0.122  2.222  0.00
C  4.239  -0.514  1.592  0.00
C  3.088  -0.848  2.310  0.00
C  1.883  -1.309  1.539  0.01
C  1.155  -0.131  0.849  0.01
O  0.946  0.876  1.519  0.00
O  0.793  -0.370  -0.340  0.02
H  -2.519  -1.072  3.896  0.00
H  -2.643  1.407  3.732  0.00
H  -0.577  2.745  4.074  0.00
H  1.847  -2.021  4.628  0.00
H  4.299  -0.274  5.416  0.00
H  6.356  0.247  4.118  0.00
H  6.275  0.135  1.633  0.00
H  4.197  -0.569  0.511  0.00
H  1.165  -1.797  2.195  0.00
H  2.181  -2.035  0.783  0.00

## Properties
<S²>: 2.018
LUMO level (spin up / spin down) in eV: 4.1 / 4.1
HOMO energy (spin up / spin down) in eV: -0.69 / -0.77
Energy relative to the best compared isomer or geometry (same formula, charge and spin) in eV: 0.0000
2S+1: 3
Total charge: -2

=====

Formula: C26H36NO3
Source: the OMol25 dataset
Level of theory: ωB97M-V with the def2-TZVPD basis set

Last column: Löwdin charge in e.
CARTESIAN COORDINATES (ANGSTROEM)
C  0.821  -1.272  1.428  -0.13
C  -0.391  -1.740  0.520  -0.24
C  -0.008  -1.978  -0.995  -0.20
C  0.955  -0.852  -1.536  -0.22
C  1.128  -0.834  -3.100  -0.18
C  0.860  0.565  -3.795  -0.19
C  1.399  1.829  -3.013  -0.19
C  0.211  2.870  -2.835  -0.16
C  -1.032  2.294  -2.104  -0.19
C  -1.030  2.161  -0.638  -0.03
C  -2.172  1.607  0.087  -0.01
C  -3.335  1.199  -0.684  -0.07
C  -3.360  1.341  -2.136  -0.06
C  -2.231  1.889  -2.858  0.04
C  -4.627  0.860  -2.922  -0.28
O  -5.028  1.442  -3.896  0.12
C  -5.271  -0.445  -2.350  -0.06
C  -5.837  -1.491  -3.174  -0.01
C  -6.389  -2.692  -2.569  -0.06
C  -6.367  -2.859  -1.124  -0.06
C  -5.790  -1.802  -0.297  -0.01
C  -5.247  -0.593  -0.878  -0.06
C  -4.607  0.555  -0.039  -0.28
O  -5.039  0.916  1.027  0.11
H  0.708  -1.678  2.473  0.06
H  1.830  -1.485  0.997  0.06
H  0.749  -0.145  1.496  0.06
H  -1.168  -0.932  0.556  0.08
H  -0.820  -2.665  0.987  0.10
H  0.502  -2.981  -1.066  0.12
H  -0.919  -1.994  -1.645  0.11
H  0.633  0.117  -1.082  0.08
H  1.976  -1.069  -1.099  0.10
H  2.110  -1.221  -3.467  0.11
H  0.349  -1.543  -3.511  0.11
H  1.422  0.540  -4.773  0.11
H  -0.222  0.612  -4.067  0.09
H  2.147  2.350  -3.678  0.11
H  1.941  1.600  -2.063  0.10
H  0.549  3.833  -2.366  0.12
H  -0.126  3.127  -3.880  0.12
H  -0.099  2.467  -0.095  0.11
H  -2.146  1.484  1.194  0.12
H  -2.214  1.991  -3.971  0.13
H  -5.831  -1.388  -4.282  0.12
H  -6.823  -3.508  -3.185  0.10
H  -6.790  -3.782  -0.675  0.10
H  -5.776  -1.976  0.804  0.12
C  5.035  1.088  5.429  -0.03
C  5.151  -0.272  4.756  -0.30
C  5.150  -0.206  3.227  -0.17
O  3.834  0.047  2.757  -0.20
C  3.556  1.423  2.476  -0.06
N  3.958  -1.095  5.154  0.22
H  4.040  1.523  5.315  0.08
H  5.227  1.001  6.502  0.09
H  5.764  1.786  5.018  0.10
H  6.040  -0.790  5.119  0.16
H  5.427  -1.190  2.836  0.14
H  5.880  0.507  2.841  0.14
H  4.454  1.987  2.221  0.10
H  3.063  1.878  3.337  0.08
H  2.864  1.462  1.635  0.09
H  3.727  -1.027  6.147  0.18
H  4.082  -2.082  4.911  0.18
H  3.152  -0.767  4.597  0.17

## Properties
LUMO level in eV: -3.4
HOMO energy in eV: -10.65
Total charge: +1

=====

Formula: C16H20Br2F7NO7
Source: the OMol25 dataset
Level of theory: ωB97M-V with the def2-TZVPD basis set

Last column: Löwdin charge in e.
CARTESIAN COORDINATES (ANGSTROEM)
C  1.463  -3.362  3.900  -0.14
C  0.902  -2.892  2.471  -0.19
C  0.025  -1.528  2.553  -0.25
N  -0.734  -1.467  1.292  0.09
C  -1.937  -0.675  1.308  -0.37
F  -2.349  -0.177  2.542  0.10
F  -1.726  0.453  0.450  0.01
C  -3.150  -1.486  0.613  -0.35
F  -4.179  -0.540  0.381  0.07
F  -3.578  -2.569  1.358  0.13
F  -2.699  -1.844  -0.669  0.10
C  0.964  -0.272  2.873  -0.32
O  0.295  1.011  2.700  -0.23
C  -0.149  1.533  3.970  -0.09
C  2.407  -0.317  2.209  -0.54
Br  3.921  -0.989  3.333  0.73
C  2.754  0.096  0.919  -0.63
C  4.270  -0.029  0.406  -0.15
Br  1.393  0.839  -0.291  0.78
H  2.551  -3.682  3.751  0.06
H  0.879  -4.236  4.319  0.08
H  1.501  -2.469  4.608  0.06
H  0.138  -3.691  2.160  0.12
H  1.675  -2.868  1.643  0.11
H  -0.626  -1.688  3.481  0.16
H  -0.160  -1.353  0.454  0.10
H  1.159  -0.325  4.006  0.12
H  0.726  1.953  4.566  0.11
H  -0.714  0.717  4.520  0.10
H  -0.911  2.359  3.739  0.11
H  5.007  0.446  1.137  0.07
H  4.359  0.518  -0.588  0.03
H  4.502  -1.141  0.243  0.09
C  -5.031  1.103  -2.264  -0.07
C  -4.653  2.448  -2.801  -0.32
O  -5.321  2.496  -4.046  0.14
C  -6.428  1.714  -3.898  -0.54
O  -7.362  1.727  -4.639  0.17
O  -6.339  0.921  -2.794  0.08
F  -3.318  2.529  -3.023  0.07
H  -4.377  0.306  -2.629  0.15
H  -5.041  1.077  -1.175  0.13
H  -4.976  3.288  -2.178  0.18
C  3.272  1.657  -4.933  -0.06
C  3.030  0.386  -4.183  -0.32
O  4.029  0.407  -3.181  0.12
C  4.266  1.727  -2.935  -0.55
O  4.844  2.137  -1.975  0.16
O  3.757  2.522  -3.915  0.08
F  3.235  -0.694  -4.975  0.08
H  4.032  1.549  -5.711  0.15
H  2.362  2.055  -5.385  0.14
H  2.043  0.319  -3.715  0.16

## Properties
SMILES: CC[C@H](NC(F)(F)C(F)(F)F)[C@H](OC)/C(Br)=C(/C)Br.O=C1OC[C@@H](F)O1.O=C1OC[C@@H](F)O1
LUMO level in eV: 0.1
HOMO energy in eV: -9.27

=====

no.,energy (eV)
1,-201304.2135
2,-150294.6142
3,-35169.6638
4,-191843.9136